Computed, not measured: 3 unconnected molecules or ions with the total composition C38H72Br3F9I2N9O5P2S in a non-equilibrium geometry, with ωB97M-V with the def2-TZVPD basis set.

Cartesian coordinates (Å):
C (-5.317, -1.187, 1.142)
C (-4.255, -1.448, 2.205)
Br (-4.846, -0.975, 3.987)
C (-2.797, -0.988, 1.920)
Br (-1.692, -2.225, 2.984)
C (-2.568, 0.511, 2.161)
N (-1.220, 1.107, 2.504)
C (-0.444, 0.518, 3.653)
C (0.347, 1.564, 4.428)
O (1.711, 1.411, 4.102)
C (2.554, 2.441, 4.568)
C (3.428, 2.943, 3.407)
F (3.744, 4.241, 3.538)
F (2.687, 2.825, 2.264)
C (4.693, 2.090, 3.150)
F (4.328, 0.812, 2.922)
F (5.232, 2.550, 2.000)
C (5.790, 2.185, 4.272)
F (5.403, 2.998, 5.285)
F (6.889, 2.738, 3.723)
C (6.245, 0.841, 4.866)
F (6.933, 0.157, 3.934)
F (5.191, 0.125, 5.321)
C (-0.375, 1.520, 1.318)
C (0.036, 0.380, 0.408)
C (1.271, -0.403, 0.897)
C (1.796, -1.267, -0.265)
C (0.998, -2.590, -0.343)
C (0.809, -3.149, -1.770)
C (1.726, -4.354, -2.062)
C (2.953, -3.909, -2.890)
S (4.320, -5.008, -2.431)
C (5.704, -4.135, -3.015)
N (6.682, -4.576, -3.705)
N (7.556, -3.503, -3.858)
C (7.026, -2.519, -3.265)
O (5.841, -2.820, -2.697)
C (-1.146, 2.732, 0.743)
C (-0.786, 3.154, -0.695)
I (1.299, 3.667, -0.649)
C (-1.713, 4.298, -1.185)
C (-1.081, 5.667, -1.401)
I (-2.560, 3.730, -3.090)
O (-2.573, 2.657, 0.953)
C (-3.164, 1.423, 1.032)
F (-4.440, 1.662, 1.386)
Br (-3.199, 0.665, -0.778)
H (-5.841, -0.242, 1.238)
H (-6.078, -1.957, 1.285)
H (-4.933, -1.359, 0.139)
H (-4.170, -2.531, 2.226)
H (-2.569, -1.336, 0.917)
H (-3.183, 0.783, 3.023)
H (-1.462, 2.015, 2.908)
H (-1.186, 0.116, 4.341)
H (0.203, -0.296, 3.359)
H (0.012, 2.595, 4.238)
H (0.208, 1.367, 5.496)
H (2.011, 3.281, 5.006)
H (3.199, 2.036, 5.351)
H (6.913, 1.047, 5.707)
H (0.542, 1.926, 1.749)
H (-0.749, -0.362, 0.252)
H (0.287, 0.728, -0.592)
H (2.059, 0.286, 1.207)
H (1.003, -1.115, 1.678)
H (1.710, -0.740, -1.217)
H (2.835, -1.540, -0.081)
H (0.004, -2.454, 0.097)
H (1.492, -3.332, 0.288)
H (1.027, -2.350, -2.483)
H (-0.227, -3.443, -1.941)
H (1.175, -5.125, -2.598)
H (2.102, -4.792, -1.136)
H (2.731, -3.961, -3.953)
H (3.215, -2.897, -2.583)
H (7.426, -1.522, -3.217)
H (-0.828, 3.585, 1.353)
H (-0.880, 2.322, -1.382)
H (-2.568, 4.433, -0.531)
H (-1.875, 6.341, -1.727)
H (-0.333, 5.674, -2.189)
H (-0.699, 6.085, -0.467)
O (-5.202, 5.557, -4.217)
P (-5.999, 6.464, -5.086)
N (-5.969, 7.953, -4.267)
C (-6.815, 9.091, -4.583)
C (-4.651, 8.409, -3.837)
N (-7.569, 5.766, -4.966)
C (-8.687, 6.502, -4.403)
C (-7.594, 4.372, -4.540)
N (-6.251, 7.045, -6.674)
C (-6.903, 6.134, -7.637)
C (-4.971, 7.485, -7.284)
H (-6.513, 9.613, -5.501)
H (-6.758, 9.807, -3.761)
H (-7.859, 8.818, -4.678)
H (-4.118, 8.954, -4.628)
H (-4.035, 7.566, -3.530)
H (-4.747, 9.077, -2.978)
H (-8.493, 6.868, -3.388)
H (-9.566, 5.857, -4.371)
H (-8.969, 7.339, -5.043)
H (-7.499, 4.258, -3.453)
H (-6.791, 3.807, -5.007)
H (-8.536, 3.918, -4.858)
H (-6.423, 5.153, -7.688)
H (-6.861, 6.589, -8.626)
H (-7.951, 5.999, -7.391)
H (-4.280, 6.652, -7.443)
H (-4.477, 8.222, -6.650)
H (-5.163, 7.963, -8.243)
O (3.383, -7.426, 0.593)
P (3.878, -7.455, 1.992)
N (5.187, -8.531, 1.953)
C (5.843, -9.084, 3.124)
C (6.164, -8.296, 0.890)
N (2.550, -8.182, 2.816)
C (2.687, -9.451, 3.509)
C (1.274, -8.105, 2.116)
N (4.350, -6.516, 3.348)
C (3.284, -5.837, 4.106)
C (5.336, -5.482, 2.951)
H (6.483, -8.360, 3.645)
H (6.475, -9.916, 2.808)
H (5.141, -9.491, 3.841)
H (6.920, -7.553, 1.176)
H (5.672, -7.950, -0.016)
H (6.682, -9.225, 0.647)
H (3.057, -10.255, 2.862)
H (1.717, -9.753, 3.908)
H (3.339, -9.355, 4.379)
H (1.166, -8.871, 1.340)
H (1.146, -7.132, 1.645)
H (0.461, -8.223, 2.838)
H (2.621, -5.241, 3.471)
H (3.748, -5.172, 4.837)
H (2.686, -6.553, 4.660)
H (4.905, -4.733, 2.278)
H (6.189, -5.940, 2.448)
H (5.719, -4.974, 3.835)

Its energy above the lowest of the compared OMol25 structures with the same formula, charge and spin is 0.00 kJ/mol. The value obtained for the HOMO energy is -9.8333 eV. The value obtained for the HOMO-LUMO gap is 7.25 eV. Its net charge is +1.

Computed, not measured: a molecular structure, C38H74AsCuF15NO18 in a non-equilibrium geometry, with ωB97M-V with the def2-TZVPD basis set.

Cartesian coordinates (Å):
Cu (9.628, -5.282, 3.380)
As (7.353, -5.148, 0.210)
F (6.517, -4.883, -1.293)
F (8.214, -6.412, -0.574)
F (8.150, -5.317, 1.778)
F (6.488, -3.834, 0.954)
F (6.077, -6.238, 0.579)
F (8.537, -3.955, -0.224)
C (8.403, -1.211, 1.269)
C (8.692, -2.287, 2.192)
N (8.938, -3.136, 2.890)
H (7.431, -1.409, 0.813)
H (9.203, -1.095, 0.544)
H (8.272, -0.267, 1.804)
C (0.476, -3.666, -0.595)
O (1.821, -4.055, -0.412)
C (2.423, -4.642, -1.522)
C (2.048, -6.092, -1.681)
O (2.682, -6.591, -2.843)
C (2.345, -7.888, -3.247)
C (2.853, -9.142, -2.512)
O (4.222, -9.372, -2.577)
C (5.005, -8.348, -2.026)
H (-0.175, -4.530, -0.747)
H (0.399, -3.091, -1.528)
H (0.223, -3.039, 0.251)
H (3.504, -4.604, -1.347)
H (2.213, -4.046, -2.415)
H (0.972, -6.104, -1.944)
H (2.160, -6.750, -0.815)
H (2.887, -7.995, -4.202)
H (1.286, -7.980, -3.522)
H (2.366, -9.979, -3.008)
H (2.439, -9.108, -1.486)
H (5.013, -8.312, -0.925)
H (4.763, -7.339, -2.371)
H (6.061, -8.456, -2.296)
C (11.195, -4.782, 0.521)
O (10.871, -5.700, 1.582)
C (10.917, -7.029, 1.110)
C (10.488, -7.954, 2.224)
O (9.358, -7.339, 2.816)
C (8.623, -8.141, 3.744)
C (7.425, -7.335, 4.199)
O (7.824, -5.976, 4.385)
C (6.737, -5.135, 4.788)
H (11.098, -3.748, 0.840)
H (10.548, -4.899, -0.350)
H (12.228, -4.978, 0.223)
H (11.921, -7.290, 0.768)
H (10.208, -7.237, 0.303)
H (11.247, -8.175, 2.983)
H (10.260, -8.944, 1.819)
H (9.216, -8.501, 4.582)
H (8.206, -8.982, 3.182)
H (7.094, -7.794, 5.136)
H (6.616, -7.432, 3.479)
H (5.952, -5.053, 4.034)
H (7.149, -4.125, 4.836)
H (6.327, -5.326, 5.780)
C (0.868, -4.492, 5.805)
O (1.768, -3.622, 5.161)
C (2.651, -4.322, 4.333)
C (3.512, -3.396, 3.518)
O (4.449, -2.770, 4.381)
C (5.215, -1.752, 3.776)
C (6.221, -1.189, 4.755)
O (5.509, -0.509, 5.753)
C (6.339, 0.091, 6.713)
H (0.292, -5.034, 5.039)
H (0.165, -3.893, 6.379)
H (1.369, -5.211, 6.461)
H (2.037, -4.862, 3.602)
H (3.270, -5.069, 4.853)
H (2.854, -2.697, 2.990)
H (4.118, -3.961, 2.796)
H (4.573, -0.941, 3.401)
H (5.756, -2.145, 2.893)
H (6.881, -0.514, 4.181)
H (6.844, -1.963, 5.225)
H (6.913, 0.920, 6.282)
H (7.008, -0.652, 7.161)
H (5.698, 0.509, 7.484)
C (4.555, -9.118, 2.988)
O (4.745, -9.225, 4.359)
C (4.658, -10.562, 4.857)
C (5.449, -10.754, 6.114)
O (6.808, -10.486, 5.855)
C (7.574, -10.631, 7.026)
C (8.924, -9.957, 6.820)
O (9.533, -10.458, 5.665)
C (10.154, -11.707, 5.854)
H (3.517, -9.280, 2.660)
H (5.137, -9.806, 2.355)
H (4.810, -8.100, 2.695)
H (4.981, -11.219, 4.039)
H (3.585, -10.749, 4.993)
H (5.255, -11.731, 6.571)
H (5.063, -10.036, 6.858)
H (7.752, -11.678, 7.299)
H (7.032, -10.162, 7.856)
H (9.486, -10.113, 7.747)
H (8.701, -8.893, 6.711)
H (9.515, -12.591, 5.911)
H (10.865, -11.676, 6.686)
H (10.769, -11.866, 4.964)
C (5.074, -1.811, -2.132)
C (6.173, -2.350, -3.027)
O (7.498, -1.891, -2.768)
C (8.425, -2.585, -3.380)
O (8.239, -3.531, -4.057)
C (9.846, -2.113, -3.066)
F (10.501, -1.889, -4.204)
F (9.890, -1.030, -2.282)
F (10.553, -3.074, -2.429)
H (5.235, -2.180, -1.117)
H (4.130, -2.214, -2.495)
H (5.015, -0.725, -2.195)
H (5.915, -2.121, -4.065)
H (6.078, -3.427, -2.946)
C (5.767, -4.893, -5.938)
C (5.023, -5.311, -4.681)
O (3.850, -4.528, -4.467)
C (2.734, -4.869, -5.077)
O (2.580, -5.844, -5.712)
C (1.623, -3.881, -4.644)
F (0.930, -4.410, -3.642)
F (2.124, -2.710, -4.289)
F (0.774, -3.682, -5.651)
H (6.147, -3.878, -5.874)
H (5.104, -4.946, -6.805)
H (6.562, -5.608, -6.141)
H (5.652, -5.105, -3.815)
H (4.851, -6.388, -4.650)
C (9.586, -7.118, -3.440)
C (8.918, -7.002, -4.796)
O (9.952, -6.738, -5.754)
C (9.991, -7.400, -6.888)
O (9.154, -8.120, -7.328)
C (11.261, -7.039, -7.698)
F (12.185, -6.397, -6.972)
F (11.829, -8.120, -8.234)
F (10.861, -6.235, -8.704)
H (9.995, -6.160, -3.124)
H (10.279, -7.953, -3.417)
H (8.733, -7.321, -2.783)
H (8.169, -6.216, -4.814)
H (8.414, -7.942, -5.023)

Its expectation value of S² is 0.752. The spin multiplicity is 2. The value obtained for the HOMO energy (alpha / beta) is -10.7301 / -10.7301 eV. The value obtained for the HOMO-LUMO gap (alpha / beta) is 6.31 / 3.31 eV. Its net charge is +1.

Computed, not measured: 5 unconnected molecules or ions with the total composition C38H74BN8O10S3 in a non-equilibrium geometry, with ωB97M-V with the def2-TZVPD basis set.

Cartesian coordinates (Å):
C (6.484, -1.093, -2.104)
N (5.504, -1.735, -1.120)
C (5.234, -0.666, -0.076)
C (4.196, -1.295, 0.972)
C (3.596, -0.238, 2.018)
C (2.099, 0.241, 1.702)
C (1.802, 0.541, 0.160)
C (2.611, 1.796, -0.450)
C (2.666, 1.547, -2.053)
C (3.918, 2.254, -2.774)
C (3.589, 2.263, -4.363)
S (4.742, 1.218, -5.370)
C (4.376, -0.569, -5.106)
N (5.397, -1.558, -5.332)
N (4.948, -2.830, -5.060)
C (3.600, -2.583, -4.638)
O (3.191, -1.230, -4.670)
C (4.854, -2.611, 1.682)
B (6.022, -2.244, 2.753)
O (6.962, -1.167, 2.642)
O (6.097, -3.066, 3.960)
C (5.326, -3.720, 0.573)
C (4.057, -4.382, -0.187)
C (3.062, -5.164, 0.834)
C (1.868, -5.817, -0.049)
S (0.241, -5.772, 0.883)
C (-0.146, -4.010, 1.350)
S (0.129, -3.604, 2.976)
N (-0.679, -3.010, 0.380)
C (-1.624, -3.770, -0.504)
C (-2.594, -2.854, -1.392)
O (-3.270, -1.932, -0.502)
C (-2.233, -1.055, -0.002)
C (-1.355, -1.884, 1.090)
C (6.337, -4.820, 1.191)
C (6.539, -6.104, 0.208)
O (5.535, -7.136, 0.417)
C (5.406, -7.766, -0.874)
O (4.363, -7.657, -1.575)
C (6.196, -2.943, -0.571)
H (7.141, -1.870, -2.614)
H (7.205, -0.380, -1.550)
H (5.860, -0.453, -2.812)
H (4.615, -1.998, -1.579)
H (4.774, 0.216, -0.668)
H (6.196, -0.261, 0.386)
H (3.310, -1.690, 0.354)
H (4.268, 0.696, 1.978)
H (3.609, -0.595, 3.113)
H (1.396, -0.626, 2.016)
H (1.765, 1.132, 2.357)
H (1.906, -0.393, -0.514)
H (0.681, 0.823, 0.094)
H (1.958, 2.724, -0.294)
H (3.650, 1.942, 0.002)
H (1.671, 1.879, -2.511)
H (2.757, 0.417, -2.295)
H (4.830, 1.560, -2.655)
H (4.127, 3.320, -2.389)
H (3.570, 3.327, -4.805)
H (2.532, 1.838, -4.516)
H (2.981, -3.496, -4.315)
H (3.986, -3.063, 2.302)
H (7.329, -1.027, 3.552)
H (5.214, -2.947, 4.387)
H (3.387, -3.571, -0.673)
H (4.378, -5.058, -1.071)
H (2.532, -4.429, 1.554)
H (3.603, -5.915, 1.498)
H (1.809, -5.201, -1.027)
H (2.106, -6.897, -0.368)
H (-0.964, -4.363, -1.247)
H (-2.261, -4.525, 0.099)
H (-3.321, -3.575, -1.929)
H (-1.933, -2.312, -2.164)
H (-1.528, -0.675, -0.833)
H (-2.676, -0.133, 0.501)
H (-2.094, -2.213, 1.897)
H (-0.579, -1.167, 1.555)
H (5.941, -5.254, 2.180)
H (7.408, -4.406, 1.338)
H (6.630, -5.754, -0.889)
H (7.571, -6.541, 0.473)
H (6.263, -8.362, -1.362)
H (6.331, -3.673, -1.459)
H (7.258, -2.737, -0.180)
C (-5.538, 1.240, -3.777)
O (-4.433, 1.122, -4.278)
N (-6.133, 0.324, -2.961)
C (-7.453, 0.535, -2.402)
C (-5.422, -0.898, -2.643)
H (-6.162, 2.131, -3.955)
H (-7.382, 0.523, -1.311)
H (-8.112, -0.271, -2.735)
H (-7.868, 1.492, -2.723)
H (-4.479, -0.646, -2.155)
H (-5.204, -1.436, -3.570)
H (-6.019, -1.530, -1.984)
C (1.961, 5.351, 1.007)
O (1.464, 4.467, 1.683)
N (1.268, 6.253, 0.256)
C (1.935, 7.278, -0.523)
C (-0.180, 6.186, 0.236)
H (3.053, 5.490, 0.952)
H (1.601, 8.260, -0.179)
H (1.672, 7.152, -1.576)
H (3.018, 7.210, -0.414)
H (-0.559, 6.308, 1.253)
H (-0.488, 5.206, -0.136)
H (-0.591, 6.967, -0.405)
C (-10.204, 3.643, -1.113)
O (-9.672, 3.642, -2.212)
N (-9.549, 3.629, 0.085)
C (-10.257, 3.632, 1.350)
C (-8.100, 3.610, 0.093)
H (-11.300, 3.658, -1.004)
H (-9.966, 4.518, 1.919)
H (-9.989, 2.734, 1.910)
H (-11.337, 3.647, 1.194)
H (-7.729, 4.496, -0.428)
H (-7.750, 2.720, -0.436)
H (-7.721, 3.600, 1.116)
C (-8.539, 4.036, 4.489)
O (-9.469, 3.317, 4.172)
N (-8.536, 4.900, 5.543)
C (-7.387, 5.724, 5.858)
C (-9.720, 4.997, 6.374)
H (-7.592, 4.039, 3.924)
H (-7.044, 5.486, 6.868)
H (-7.680, 6.776, 5.811)
H (-6.573, 5.548, 5.153)
H (-9.936, 4.017, 6.807)
H (-10.568, 5.301, 5.756)
H (-9.569, 5.725, 7.172)

The value obtained for the HOMO energy is -10.1574 eV. The value obtained for the HOMO-LUMO gap is 7.74 eV. Its net charge is +1.

Ordered calculated total energy results: -12656.96605, -8275.26504, -3901.73250; unit Ha.